Density functional theory data (ωB97M-V with the def2-TZVPD basis set) for 8 unconnected molecules or ions with the total composition C22H60O10 at a distorted geometry.

## Properties
- electronic energy (Ha) = -1626.06423
- SMILES = CC(C)O.CC(C)O.CC(C)O.CC(C)O.CC(C)O.CC(C)O.OCCO.OCCO
- molecular weight (g/mol) = 484.7
- frontier orbital gap (eV) = 10.1
- relative energy (zero: lowest compared OMol25 entry of this formula, charge and spin) (kcal per mole) = 328.7

Structure (ORCA input):
```
! RIJCOSX wB97M-V def2-TZVPD def2/J DEFGRID3
* xyz 0 1
C 2.738 3.221 1.869
C 3.755 2.088 1.785
C 3.194 0.735 2.428
O 4.064 1.800 0.452
H 1.645 3.131 1.342
H 3.203 3.979 1.814
H 2.656 3.241 2.903
H 4.561 2.430 2.466
H 4.043 0.135 2.468
H 2.398 0.345 1.655
H 3.000 0.716 3.386
H 4.920 2.045 0.303
C -1.427 -3.873 1.819
C -2.005 -4.164 3.177
C -3.394 -3.571 3.222
O -1.914 -5.508 3.555
H -1.723 -2.898 1.444
H -1.743 -4.587 1.136
H -0.329 -4.088 2.116
H -1.359 -3.707 3.876
H -3.890 -4.393 2.557
H -3.324 -2.521 2.795
H -3.665 -3.385 4.129
H -2.065 -5.511 4.543
C -0.073 -0.291 3.856
C -0.685 0.991 3.403
C -2.211 0.856 3.169
O -0.644 1.884 4.481
H -0.533 -0.521 4.792
H 0.921 -0.490 4.156
H -0.276 -1.024 3.180
H -0.128 1.326 2.693
H -2.408 1.720 2.378
H -2.926 0.882 4.087
H -2.385 -0.103 2.420
H -0.921 2.741 4.264
C 2.444 -3.262 3.294
C 2.681 -4.022 1.939
C 2.588 -3.026 0.774
O 3.983 -4.572 2.141
H 3.061 -2.518 3.525
H 2.464 -3.821 4.310
H 1.508 -2.722 3.246
H 1.871 -4.755 1.880
H 3.199 -3.363 0.160
H 3.122 -2.079 1.166
H 1.701 -2.432 0.495
H 4.145 -5.415 2.638
C -0.358 5.137 -3.196
C 0.635 4.149 -2.579
C 1.941 4.785 -2.332
O 0.048 3.705 -1.290
H -1.390 4.707 -3.262
H -0.241 5.123 -4.306
H -0.281 6.195 -2.770
H 0.629 3.231 -3.356
H 2.592 4.141 -1.694
H 1.807 5.695 -1.685
H 2.443 4.755 -3.269
H 0.662 2.990 -1.072
C -2.183 1.599 -5.268
C -0.730 1.875 -5.608
C 0.249 0.871 -5.037
O -0.639 1.796 -7.119
H -2.438 1.635 -4.001
H -2.650 0.511 -5.662
H -2.844 2.217 -5.641
H -0.358 2.994 -5.410
H 0.979 0.808 -5.581
H -0.301 -0.060 -5.187
H 0.556 0.936 -4.059
H 0.279 1.814 -7.326
O 1.576 1.520 -0.797
C 1.319 0.143 -0.989
C -0.137 -0.120 -0.748
O -0.558 -1.505 -1.045
H 2.452 1.708 -0.622
H 1.629 -0.300 -1.896
H 1.855 -0.478 -0.414
H -0.803 0.472 -1.621
H -0.439 0.204 0.222
H -1.347 -1.489 -0.701
O -4.243 -1.553 -3.774
C -3.464 -1.153 -2.735
C -4.151 -1.484 -1.378
O -3.283 -1.216 -0.330
H -4.110 -2.601 -3.941
H -2.555 -1.525 -2.642
H -3.126 -0.079 -3.054
H -4.318 -2.469 -1.402
H -4.932 -0.780 -1.363
H -3.628 -0.529 0.270
*
```

---

Density functional theory data (ωB97M-V with the def2-TZVPD basis set) for a molecular structure, C20H29AlO4 at a distorted geometry.

## Properties
- electronic energy (Ha) = -1322.74474
- molecular weight (g/mol) = 360.4
- frontier orbital gap (eV) = 6.0
- relative energy (zero: lowest compared OMol25 entry of this formula, charge and spin) (kcal per mole) = 63.5

Structure (ORCA input):
```
! RIJCOSX wB97M-V def2-TZVPD def2/J DEFGRID3
* xyz 0 1
O 0.983 -0.290 -1.469
C 1.472 0.845 -2.335
C 1.512 0.005 -3.608
H 2.401 1.229 -1.876
H 0.642 1.554 -2.370
C 1.205 -1.195 -2.696
H 2.452 0.002 -4.155
H 0.691 0.349 -4.250
C 2.370 -2.166 -2.620
H 3.311 -1.619 -2.726
H 2.275 -2.845 -3.481
H 2.392 -2.807 -1.728
C -0.059 -1.965 -3.054
H -0.768 -1.399 -3.664
H -0.611 -2.408 -2.215
H 0.244 -2.803 -3.704
Al 0.470 0.080 0.475
C -1.187 -0.867 4.424
C -0.715 0.224 3.681
C -1.507 0.329 2.457
H 0.108 0.885 3.972
C -2.470 -0.743 2.507
C -2.334 -1.422 3.738
H -2.928 -2.283 4.077
H -0.720 -1.238 5.335
H -1.734 1.290 1.985
H -3.160 -0.979 1.690
C 1.264 -2.335 2.542
C 0.293 -2.762 1.633
C 0.553 -2.146 0.398
H -0.516 -3.443 1.793
C 1.799 -1.308 0.568
C 2.110 -1.405 1.968
H 2.890 -0.892 2.475
H 1.258 -2.638 3.565
H 0.160 -2.482 -0.552
H 2.449 -0.913 -0.235
O -1.082 1.447 -0.273
C -2.206 1.240 -1.221
C -2.873 2.570 -1.316
H -2.860 0.452 -0.868
H -1.810 0.992 -2.202
C -1.762 3.574 -1.008
H -3.631 2.835 -0.584
H -3.273 2.763 -2.295
C -0.611 2.837 -0.340
H -2.169 4.334 -0.316
H -1.244 4.110 -1.809
H -0.410 3.306 0.634
H 0.293 2.847 -1.004
O 1.789 2.999 2.949
C 1.779 1.841 2.553
O 1.310 1.418 1.371
H 2.162 0.999 3.182
*
```

---

Density functional theory data (ωB97M-V with the def2-TZVPD basis set) for 9 unconnected molecules or ions with the total composition C35H53IN5O27 at a distorted geometry.

## Properties
- electronic energy (Ha) = -3968.26611
- molecular weight (g/mol) = 1102.7
- frontier orbital gap (eV) = 8.8

Structure (ORCA input):
```
! RIJCOSX wB97M-V def2-TZVPD def2/J DEFGRID3
* xyz 1 1
N 1.087 6.539 1.031
C 0.547 5.360 0.335
C 1.318 4.080 0.736
N 0.968 3.088 -0.299
C -0.166 2.456 0.046
N -0.853 1.690 -0.740
C -2.102 1.081 -0.202
C -1.833 -0.178 0.667
C -2.852 -0.141 1.820
N -2.441 0.361 3.091
O -3.950 -0.504 1.661
C -0.502 1.423 -2.135
C 0.960 0.986 -2.345
O 1.548 1.451 -3.211
I 1.955 -0.422 -1.081
N -0.468 2.763 1.369
C 0.755 3.339 1.960
C 0.603 4.260 3.184
C 1.063 3.562 4.476
O 2.489 3.504 4.504
H 0.304 7.164 1.187
H 1.723 7.011 0.401
H -0.534 5.294 0.497
H 0.689 5.472 -0.751
H 2.397 4.221 0.797
H 1.090 3.338 -1.274
H -2.597 1.833 0.417
H -2.764 0.871 -1.040
H -2.106 -1.045 0.060
H -0.803 -0.259 1.018
H -2.793 1.313 3.172
H -1.425 0.431 3.077
H -0.733 2.309 -2.733
H -1.125 0.584 -2.454
H -1.259 3.397 1.448
H 1.340 2.486 2.324
H -0.432 4.594 3.336
H 1.241 5.136 3.043
H 0.723 4.082 5.377
H 0.732 2.517 4.483
H 2.876 4.284 4.088
C -3.647 -3.501 2.825
C -4.269 -4.334 1.747
O -3.162 -5.113 1.271
C -2.250 -5.176 2.274
O -1.291 -5.882 2.267
O -2.572 -4.331 3.286
H -4.341 -3.279 3.629
H -3.232 -2.571 2.449
H -5.037 -5.005 2.128
H -4.693 -3.733 0.945
C -0.346 9.077 -3.501
C -0.922 7.728 -3.172
O -0.511 7.535 -1.814
C -0.290 8.767 -1.276
O -0.095 8.966 -0.117
O -0.321 9.727 -2.222
H -0.960 9.632 -4.207
H 0.667 9.017 -3.882
H -2.014 7.721 -3.216
H -0.536 6.943 -3.811
C -0.652 -8.657 0.711
C -0.566 -8.124 -0.695
O 0.722 -8.576 -1.126
C 1.043 -9.668 -0.374
O 1.968 -10.380 -0.590
O 0.169 -9.828 0.651
H -1.667 -8.912 1.005
H -0.234 -7.967 1.442
H -1.329 -8.548 -1.353
H -0.629 -7.039 -0.734
C 4.255 0.603 7.304
C 4.447 1.920 6.593
O 4.872 2.785 7.646
C 5.416 2.011 8.625
O 6.010 2.429 9.561
O 5.186 0.691 8.382
H 4.474 -0.255 6.672
H 3.249 0.492 7.715
H 5.234 1.873 5.836
H 3.534 2.289 6.131
C -6.642 -5.971 5.990
C -6.283 -4.509 6.082
O -6.241 -4.108 4.708
C -7.022 -4.980 4.005
O -7.335 -4.841 2.867
O -7.391 -6.030 4.775
H -7.240 -6.312 6.831
H -5.764 -6.613 5.895
H -7.045 -3.922 6.597
H -5.322 -4.341 6.564
C 3.843 -1.587 -4.394
C 3.218 -2.432 -5.477
O 4.287 -3.300 -5.851
C 5.146 -3.380 -4.796
O 6.047 -4.143 -4.718
O 4.826 -2.459 -3.842
H 3.129 -1.280 -3.631
H 4.341 -0.699 -4.791
H 2.385 -3.037 -5.110
H 2.880 -1.845 -6.329
C 0.380 -7.318 -4.991
C -0.419 -8.202 -5.914
O -1.751 -8.032 -5.428
C -1.809 -6.841 -4.782
O -2.812 -6.329 -4.405
O -0.565 -6.310 -4.620
H 1.247 -6.878 -5.479
H 0.709 -7.842 -4.090
H -0.376 -7.870 -6.954
H -0.117 -9.246 -5.865
C 3.442 7.941 -6.834
C 3.535 6.436 -6.853
O 3.080 6.082 -5.541
C 2.306 7.092 -5.089
O 1.638 7.042 -4.100
O 2.381 8.171 -5.899
H 3.201 8.362 -7.807
H 4.350 8.414 -6.458
H 2.870 5.983 -7.590
H 4.547 6.077 -7.023
*
```

---

Density functional theory data (ωB97M-V with the def2-TZVPD basis set) for 4 unconnected molecules or ions with the total composition C15H32BrFNO5 at a distorted geometry.

## Properties
- electronic energy (Ha) = -3695.61180
- molecular weight (g/mol) = 405.3
- frontier orbital gap (eV) = 5.9

Structure (ORCA input):
```
! RIJCOSX wB97M-V def2-TZVPD def2/J DEFGRID3
* xyz -1 1
O 5.560 -1.114 1.981
C 5.041 -0.014 1.954
F 5.543 0.944 1.190
N 4.013 0.423 2.745
C 2.799 0.869 2.024
O 2.858 0.964 0.798
C 1.714 1.126 2.863
C 0.437 1.350 2.075
C -0.803 0.899 2.883
C -1.573 -0.116 2.065
Br -2.978 -0.945 3.162
H 3.724 -0.327 3.351
H 1.627 0.269 3.532
H 0.329 2.418 1.931
H 0.446 0.836 1.115
H -0.509 0.462 3.823
H -1.460 1.728 3.125
H -2.051 0.377 1.238
H -0.872 -0.853 1.724
C -3.601 -1.348 -2.143
C -2.312 -1.786 -1.462
C -1.707 -3.015 -2.117
O -2.546 -2.035 -0.082
H -4.356 -2.136 -2.076
H -4.008 -0.463 -1.652
H -3.435 -1.117 -3.198
H -1.585 -0.973 -1.497
H -2.388 -3.872 -2.059
H -0.791 -3.286 -1.596
H -1.474 -2.833 -3.169
H -3.188 -2.747 -0.005
C 2.615 -3.307 -2.254
C 2.197 -1.948 -1.707
C 3.379 -1.194 -1.114
O 1.177 -2.108 -0.724
H 3.022 -3.930 -1.453
H 1.756 -3.835 -2.673
H 3.375 -3.204 -3.031
H 1.751 -1.356 -2.508
H 3.809 -1.754 -0.279
H 3.065 -0.229 -0.719
H 4.160 -1.034 -1.861
H 1.550 -2.618 0.001
C -1.717 4.531 0.489
C -1.825 3.126 -0.079
C -1.983 3.148 -1.593
O -2.927 2.439 0.517
H -2.625 5.104 0.270
H -1.606 4.494 1.573
H -0.862 5.063 0.069
H -0.937 2.557 0.187
H -2.898 3.678 -1.876
H -2.060 2.132 -1.982
H -1.136 3.641 -2.072
H -3.730 2.920 0.299
*
```

---

Density functional theory data (ωB97M-V with the def2-TZVPD basis set) for a molecular structure, C2H5NS at a distorted geometry.

## Properties
- electronic energy (Ha) = -532.06189
- molecular weight (g/mol) = 75.1
- frontier orbital gap (eV) = 8.5
- relative energy (zero: lowest compared OMol25 entry of this formula, charge and spin) (kcal per mole) = 50.6

Structure (ORCA input):
```
! RIJCOSX wB97M-V def2-TZVPD def2/J DEFGRID3
* xyz 0 1
C 0.623 -0.324 -0.115
C -0.034 1.023 0.240
N -0.578 -1.042 0.251
S -1.604 0.251 -0.247
H 0.975 -0.378 -1.138
H 1.438 -0.555 0.515
H -0.400 1.208 1.247
H 0.289 1.830 -0.502
H -0.709 -2.014 -0.251
*
```

---

Density functional theory data (ωB97M-V with the def2-TZVPD basis set) for a gas-phase ion, C7H9N4O (charge +1) at a distorted geometry.

## Properties
- electronic energy (Ha) = -566.02706
- SMILES = [H]/N=[N+](\[O-])C1=CCCc2[nH+]ccn21
- molecular weight (g/mol) = 165.2
- frontier orbital gap (eV) = 9.5
- relative energy (zero: lowest compared OMol25 entry of this formula, charge and spin) (kcal per mole) = 40.8

Structure (ORCA input):
```
! RIJCOSX wB97M-V def2-TZVPD def2/J DEFGRID3
* xyz 1 1
H 0.312 3.498 -1.730
N 0.128 2.607 -1.287
N 0.676 1.613 -1.776
O 1.458 1.516 -2.677
C 0.399 0.374 -0.928
C 0.800 -0.772 -1.481
C 0.599 -2.036 -0.726
C -0.568 -1.926 0.263
C -0.633 -0.600 0.943
N -1.047 -0.262 2.197
C -0.807 1.155 2.303
C -0.216 1.575 1.138
N -0.132 0.486 0.305
H 1.253 -0.792 -2.461
H 0.467 -3.008 -1.399
H 1.513 -2.032 -0.183
H -0.357 -2.802 0.971
H -1.496 -1.958 -0.390
H -1.345 -0.854 3.054
H -0.875 1.702 3.182
H -0.131 2.515 0.681
*
```